Computed, not measured: a structure of composition C32H36AlGeN2S2SeSi2, with the ωB97M-V functional and the def2-TZVPD basis.

The relative energy (zero: lowest compared OMol25 entry of this formula, charge and spin) is 5.0 kJ/mol. As for the HOMO-LUMO gap (alpha / beta): 7.12 / 6.14 eV. As for the total charge: 0. The HOMO energy (alpha / beta) comes out at -0.2553 / -0.2800 Ha. The largest force on an atom is 0.532 eV/Å. For the total energy, the calculation gives -202636.3035 eV. Its spin multiplicity is 2.

The geometry in XYZ format:
```
77
C32H36AlGeN2S2SeSi2 | OMol25 | the ωB97M-V functional and the def2-TZVPD basis
Al 0.484 -1.030 -0.010
C -0.254 -2.976 2.914
Si 0.534 -1.290 2.656
C -0.367 0.012 3.661
C 2.360 -1.306 3.119
C 2.716 -1.394 4.469
C 4.046 -1.432 4.858
C 5.045 -1.375 3.894
C 4.702 -1.285 2.554
C 3.366 -1.251 2.146
Si 2.947 -1.167 0.306
C 3.786 0.356 -0.426
C 3.611 -2.720 -0.528
H -0.200 -3.225 3.979
H 0.270 -3.752 2.356
H -1.302 -2.983 2.613
H -0.093 -0.132 4.712
H -1.448 -0.090 3.569
H -0.095 1.031 3.384
H 1.947 -1.435 5.234
H 4.304 -1.503 5.907
H 6.086 -1.401 4.188
H 5.495 -1.243 1.814
H 4.847 0.336 -0.162
H 3.359 1.281 -0.033
H 3.712 0.379 -1.514
H 4.689 -2.807 -0.362
H 3.432 -2.694 -1.604
H 3.137 -3.615 -0.123
S 1.252 -0.517 -2.611
C 0.237 -1.190 -3.755
N 0.200 -0.761 -5.019
C -0.932 -1.201 -5.823
C -1.286 -2.573 -5.270
S -0.891 -2.483 -3.497
H 0.682 0.100 -5.230
H -0.652 -1.252 -6.874
H -1.760 -0.497 -5.699
H -0.687 -3.358 -5.729
H -2.341 -2.804 -5.392
Se -2.264 -4.900 -0.456
C -1.210 -3.501 -0.376
N -0.491 -2.575 -0.354
C 1.292 4.969 1.013
C 0.307 5.021 0.037
C -0.354 3.861 -0.349
C -0.046 2.632 0.231
C 0.952 2.599 1.206
C 1.614 3.753 1.599
Ge -0.980 0.971 -0.251
C -1.833 1.243 -2.012
C -3.095 0.708 -2.267
C -3.695 0.841 -3.514
C -3.046 1.530 -4.528
C -1.793 2.081 -4.288
C -1.192 1.930 -3.045
C -2.466 0.757 1.029
C -2.894 1.796 1.852
C -3.895 1.597 2.795
C -4.491 0.349 2.925
C -4.085 -0.695 2.105
C -3.079 -0.490 1.170
H 1.808 5.872 1.313
H 0.051 5.966 -0.425
H -1.126 3.920 -1.108
H 1.230 1.654 1.666
H 2.385 3.702 2.359
H -3.627 0.185 -1.481
H -4.677 0.417 -3.686
H -3.520 1.654 -5.495
H -1.290 2.646 -5.065
H -0.215 2.368 -2.877
H -2.430 2.774 1.771
H -4.207 2.415 3.431
H -5.268 0.192 3.661
H -4.544 -1.672 2.197
H -2.766 -1.324 0.548
```

---

Computed, not measured: a structure of composition C32H36AsAuF3GeNSSi, with the ωB97M-V functional and the def2-TZVPD basis.

The relative energy (zero: lowest compared OMol25 entry of this formula, charge and spin) is 33.5 kJ/mol. As for the HOMO-LUMO gap (alpha / beta): 7.90 / 5.34 eV. As for the total charge: +2. The HOMO energy (alpha / beta) comes out at -0.5115 / -0.5146 Ha. The largest force on an atom is 0.177 eV/Å. For the total energy, the calculation gives -183155.1652 eV. Its spin multiplicity is 3.

The geometry in XYZ format:
```
77
C32H36AsAuF3GeNSSi | OMol25 | the ωB97M-V functional and the def2-TZVPD basis
Au 0.513 -0.149 1.646
C -4.604 1.894 0.461
Si -5.312 0.199 0.768
C -6.141 -0.435 -0.774
C -6.452 0.213 2.241
C -4.004 -1.159 1.204
C -4.534 -2.453 1.329
C -3.726 -3.523 1.635
C -2.346 -3.304 1.831
N -1.793 -2.122 1.737
C -2.602 -1.074 1.428
S -1.844 0.447 1.304
H -5.444 2.534 0.175
H -3.888 1.919 -0.362
H -4.144 2.342 1.342
H -6.924 0.265 -1.073
H -6.614 -1.408 -0.635
H -5.437 -0.516 -1.605
H -7.275 0.907 2.060
H -5.937 0.540 3.146
H -6.889 -0.768 2.436
H -5.594 -2.615 1.180
H -4.129 -4.523 1.729
H -1.690 -4.132 2.074
C -1.038 -1.124 4.842
As 0.429 -0.135 4.084
C 0.278 1.644 4.804
C 2.021 -0.878 4.874
H -0.979 -1.069 5.928
H -0.979 -2.161 4.520
H -1.981 -0.693 4.508
H 0.273 1.589 5.892
H -0.646 2.103 4.457
H 1.128 2.234 4.466
H 1.932 -0.827 5.959
H 2.881 -0.297 4.545
H 2.137 -1.914 4.563
F 1.272 0.142 -7.734
C 0.153 -0.363 -7.195
F -0.022 -1.593 -7.680
F -0.872 0.396 -7.602
C 0.249 -0.357 -5.685
C 0.536 0.852 -5.058
C 0.641 0.895 -3.685
C 0.465 -0.282 -2.943
C 0.171 -1.494 -3.583
C 0.058 -1.526 -4.960
C 0.703 -0.265 -1.555
C 1.040 -0.311 -0.367
H 0.683 1.746 -5.649
H 0.883 1.819 -3.177
H 0.049 -2.395 -2.997
H -0.163 -2.451 -5.473
Ge 3.121 -0.426 -0.341
C 3.740 0.136 -2.070
C 4.060 1.472 -2.304
C 4.407 1.891 -3.582
C 4.431 0.979 -4.628
C 4.120 -0.356 -4.400
C 3.776 -0.777 -3.124
C 3.524 0.737 1.158
C 4.470 0.340 2.105
C 4.822 1.190 3.145
C 4.231 2.443 3.249
C 3.284 2.848 2.315
C 2.931 1.998 1.276
H 3.370 -1.897 -0.005
H 4.057 2.191 -1.492
H 4.669 2.926 -3.759
H 4.707 1.305 -5.622
H 4.158 -1.068 -5.214
H 3.547 -1.824 -2.954
H 4.949 -0.630 2.027
H 5.570 0.883 3.864
H 4.520 3.111 4.049
H 2.839 3.832 2.385
H 2.204 2.332 0.541
```

---

Computed, not measured: a cluster of 2 separate species, C32H36ClF8NO9S4 in total in a non-equilibrium geometry, with the ωB97M-V functional and the def2-TZVPD basis.

As for the HOMO-LUMO gap: 7.55 eV. As for the total charge: 0. Its SMILES is C#C[C@]1(OC[C@H](C)O)OS(=O)(=O)O[C@]1(CCCCS(=O)(=O)Cl)CCCSC(=S)N(c1ccccc1)c1ccccc1.FC(F)C(F)(F)COC(F)(F)C(F)F. The HOMO energy comes out at -0.3214 Ha. The largest force on an atom is 1.798 eV/Å. For the total energy, the calculation gives -131285.2036 eV.

The geometry in XYZ format:
```
91
C32H36ClF8NO9S4 | OMol25 | the ωB97M-V functional and the def2-TZVPD basis
C -5.573 -2.797 1.039
C -4.774 -2.254 0.318
C -3.778 -1.549 -0.497
O -3.112 -0.538 0.169
C -3.840 0.166 1.180
C -3.096 1.473 1.492
C -2.353 1.421 2.819
O -4.034 2.557 1.515
O -4.577 -0.925 -1.536
S -4.081 -1.217 -3.024
O -3.587 0.000 -3.572
O -5.082 -1.904 -3.757
O -2.932 -2.186 -2.640
C -2.679 -2.451 -1.181
C -1.247 -1.987 -0.964
C -0.817 -0.735 -1.742
C 0.294 0.013 -0.959
C 1.458 0.352 -1.889
S 2.864 1.099 -1.103
O 4.049 0.805 -1.845
O 2.586 2.477 -0.836
Cl 3.052 0.157 0.691
C -2.867 -3.969 -1.104
C -2.087 -4.706 0.002
C -2.745 -4.725 1.377
S -2.397 -3.229 2.339
C -0.816 -3.599 3.077
S -0.608 -4.861 4.052
N 0.176 -2.611 2.765
C 0.281 -1.539 3.703
C 1.221 -0.542 3.443
C 1.349 0.552 4.270
C 0.523 0.688 5.377
C -0.405 -0.303 5.641
C -0.536 -1.409 4.816
C 1.443 -3.191 2.374
C 2.386 -3.618 3.297
C 3.583 -4.146 2.852
C 3.856 -4.264 1.497
C 2.908 -3.851 0.578
C 1.708 -3.320 1.023
H -6.297 -3.352 1.583
H -3.851 -0.459 2.074
H -4.848 0.418 0.858
H -2.431 1.688 0.658
H -2.119 2.440 3.117
H -2.988 0.967 3.580
H -1.428 0.853 2.734
H -4.597 2.423 2.283
H -1.110 -1.842 0.106
H -0.596 -2.813 -1.251
H -1.654 -0.061 -1.869
H -0.404 -1.052 -2.695
H -0.117 0.952 -0.593
H 0.655 -0.573 -0.120
H 1.797 -0.512 -2.454
H 1.150 1.133 -2.584
H -3.923 -4.233 -1.080
H -2.494 -4.343 -2.055
H -2.003 -5.748 -0.315
H -1.061 -4.353 0.077
H -2.425 -5.582 1.963
H -3.823 -4.738 1.259
H 1.858 -0.635 2.575
H 2.089 1.302 4.032
H 0.613 1.557 6.011
H -1.047 -0.186 6.503
H -1.280 -2.156 5.051
H 2.182 -3.538 4.354
H 4.332 -4.468 3.561
H 4.796 -4.666 1.151
H 3.086 -3.937 -0.484
H 0.962 -2.999 0.314
F 2.772 7.149 -2.471
C 3.750 6.403 -1.922
F 4.521 7.220 -1.166
C 4.629 5.759 -2.997
F 5.279 6.713 -3.698
F 5.571 5.049 -2.312
C 3.965 4.763 -3.959
O 3.601 5.226 -5.250
C 2.394 5.816 -5.506
F 1.556 5.744 -4.457
F 1.819 5.128 -6.520
C 2.559 7.258 -6.001
F 3.183 8.009 -5.076
F 1.334 7.785 -6.224
H 3.309 5.638 -1.277
H 4.733 4.019 -4.164
H 3.149 4.225 -3.476
H 3.138 7.272 -6.926
```

---

Computed, not measured: a cluster of 5 separate species, C32H36F9NO13S2 in total in a non-equilibrium geometry, with the ωB97M-V functional and the def2-TZVPD basis.

As for the HOMO-LUMO gap: 7.82 eV. As for the total charge: 0. Its SMILES is COCCCc1cccc2c1Sc1cc(CCC(F)(F)C(F)(F)S(F)(F)(F)(F)F)ccc1N2.O=C1OCCO1.O=C1OCCO1.O=C1OCCO1.O=C1OCCO1. The HOMO energy comes out at -0.2790 Ha. The largest force on an atom is 1.786 eV/Å. For the total energy, the calculation gives -108002.3565 eV.

The geometry in XYZ format:
```
93
C32H36F9NO13S2 | OMol25 | the ωB97M-V functional and the def2-TZVPD basis
C -3.631 2.238 -3.369
O -2.995 1.055 -3.783
C -1.680 1.275 -4.298
C -0.629 0.680 -3.360
C 0.571 0.037 -4.062
C 0.325 -1.380 -4.522
C -0.563 -1.684 -5.557
C -0.801 -2.999 -5.945
C -0.158 -4.061 -5.329
C 0.737 -3.783 -4.295
C 0.968 -2.460 -3.904
S 2.117 -2.237 -2.555
C 1.645 -3.632 -1.559
C 1.565 -3.536 -0.179
C 1.185 -4.648 0.566
C 1.039 -4.611 2.072
C 2.239 -4.037 2.818
C 3.347 -5.069 3.053
F 2.790 -6.214 3.481
F 4.021 -5.247 1.907
C 4.275 -4.553 4.196
F 4.431 -3.231 4.133
F 3.633 -4.794 5.343
S 5.989 -5.357 4.312
F 5.663 -6.044 5.705
F 5.470 -6.659 3.590
F 6.375 -4.676 2.946
F 6.522 -4.093 5.125
F 7.434 -5.974 4.368
C 0.894 -5.831 -0.115
C 0.962 -5.929 -1.496
C 1.347 -4.813 -2.237
N 1.408 -4.844 -3.640
H -4.442 1.997 -2.683
H -2.954 2.923 -2.850
H -4.084 2.749 -4.224
H -1.540 2.350 -4.392
H -1.604 0.874 -5.306
H -0.225 1.522 -2.794
H -1.090 0.025 -2.624
H 0.843 0.635 -4.935
H 1.428 0.055 -3.397
H -1.105 -0.913 -6.080
H -1.507 -3.218 -6.735
H -0.317 -5.088 -5.626
H 1.802 -2.600 0.307
H 0.193 -3.958 2.297
H 0.750 -5.600 2.414
H 2.667 -3.190 2.291
H 1.903 -3.664 3.786
H 0.587 -6.705 0.445
H 0.720 -6.841 -2.025
H 1.141 -5.743 -4.010
O 0.231 4.099 -4.683
C 0.623 4.589 -3.671
O 0.999 3.879 -2.580
C 1.609 4.782 -1.649
C 1.003 6.106 -2.045
O 0.740 5.913 -3.450
H 1.376 4.501 -0.628
H 2.692 4.754 -1.793
H 0.066 6.306 -1.533
H 1.680 6.944 -1.894
O -0.490 5.909 0.262
C -1.583 5.438 0.364
O -2.007 4.365 -0.331
C -3.272 3.955 0.212
C -3.773 5.232 0.845
O -2.550 5.909 1.176
H -3.927 3.582 -0.569
H -3.100 3.163 0.941
H -4.341 5.850 0.149
H -4.371 5.060 1.736
O -6.438 3.143 0.303
C -7.194 4.053 0.425
O -8.303 4.034 1.195
C -8.821 5.367 1.266
C -8.262 5.997 0.008
O -7.056 5.252 -0.193
H -9.907 5.355 1.294
H -8.446 5.842 2.175
H -8.911 5.855 -0.857
H -8.044 7.056 0.119
O 2.244 1.663 7.621
C 3.027 0.892 7.175
O 2.957 0.354 5.931
C 4.183 -0.338 5.677
C 4.678 -0.646 7.073
O 4.115 0.424 7.837
H 4.003 -1.226 5.082
H 4.856 0.326 5.131
H 4.292 -1.594 7.454
H 5.762 -0.647 7.152
```

---

Computed, not measured: a structure of composition C32H36MgN3O3S2, with the ωB97M-V functional and the def2-TZVPD basis.

The relative energy (zero: lowest compared OMol25 entry of this formula, charge and spin) is 139.3 kJ/mol. As for the HOMO-LUMO gap: 8.21 eV. As for the total charge: +1. The HOMO energy comes out at -0.3844 Ha. The largest force on an atom is 0.750 eV/Å. For the total energy, the calculation gives -71491.4763 eV.

The geometry in XYZ format:
```
77
C32H36MgN3O3S2 | OMol25 | the ωB97M-V functional and the def2-TZVPD basis
Mg 0.475 -1.352 -0.762
O -0.589 0.633 -0.953
S -1.673 0.837 -1.990
C -0.900 1.561 -3.460
C -0.292 2.950 -3.340
C 0.973 3.070 -2.490
C 2.216 2.463 -3.154
S 2.884 1.015 -2.315
O 1.692 0.132 -2.106
C 3.252 1.774 -0.734
C 2.768 1.187 0.422
C 3.100 1.728 1.656
C 3.915 2.846 1.730
C 4.412 3.418 0.566
C 4.090 2.881 -0.668
C -2.602 2.236 -1.409
C -2.164 2.920 -0.287
C -2.899 4.011 0.158
C -4.049 4.397 -0.514
C -4.480 3.693 -1.631
C -3.759 2.600 -2.083
H -1.702 1.544 -4.201
H -0.163 0.804 -3.746
H -1.047 3.645 -2.964
H -0.065 3.279 -4.359
H 0.816 2.616 -1.510
H 1.159 4.131 -2.317
H 3.045 3.166 -3.236
H 2.013 2.105 -4.166
H 2.142 0.305 0.367
H 2.729 1.267 2.561
H 4.175 3.266 2.691
H 5.060 4.281 0.620
H 4.505 3.323 -1.564
H -1.267 2.593 0.222
H -2.572 4.560 1.029
H -4.616 5.248 -0.165
H -5.383 3.991 -2.145
H -4.100 2.038 -2.943
C -2.763 -4.225 3.339
C -1.421 -4.524 3.538
C -0.496 -4.313 2.528
C -0.926 -3.791 1.316
C -2.261 -3.480 1.111
C -3.184 -3.707 2.120
N -0.024 -3.507 0.239
N 0.977 -4.244 0.202
C 1.903 -3.959 -0.852
C 2.788 -5.000 -1.108
C 3.663 -4.880 -2.175
C 3.627 -3.724 -2.942
C 2.748 -2.691 -2.630
C 1.859 -2.756 -1.558
H -3.481 -4.403 4.127
H -1.093 -4.932 4.485
H 0.551 -4.546 2.667
H -2.570 -3.080 0.151
H -4.231 -3.491 1.953
H 2.762 -5.886 -0.491
H 4.355 -5.676 -2.410
H 4.300 -3.621 -3.783
H 2.771 -1.803 -3.251
C -2.830 -0.255 1.582
N -1.766 -0.209 2.571
C -2.173 0.111 3.931
C -0.532 -0.620 2.273
C 0.497 -0.672 3.369
O -0.239 -0.996 1.129
H -3.599 -0.962 1.901
H -2.419 -0.581 0.632
H -3.275 0.734 1.470
H -3.089 0.696 3.881
H -1.420 0.707 4.439
H -2.370 -0.793 4.510
H 0.171 -1.349 4.159
H 0.664 0.308 3.817
H 1.429 -1.044 2.949
```

---

Computed, not measured: a structure of composition C32H36N7P2V in a non-equilibrium geometry, with the ωB97M-V functional and the def2-TZVPD basis.

The relative energy (zero: lowest compared OMol25 entry of this formula, charge and spin) is 63.8 kJ/mol. As for the HOMO-LUMO gap (alpha / beta): 6.32 / 7.49 eV. As for the total charge: +1. The HOMO energy (alpha / beta) comes out at -0.3672 / -0.4110 Ha. The largest force on an atom is 2.595 eV/Å. For the total energy, the calculation gives -88461.3416 eV. Its spin multiplicity is 4.

The geometry in XYZ format:
```
78
C32H36N7P2V | OMol25 | the ωB97M-V functional and the def2-TZVPD basis
V 1.067 -0.359 0.540
C 4.654 2.069 0.423
C 3.319 1.691 0.572
N 2.906 0.436 0.470
C 3.856 -0.525 0.319
C 5.211 -0.241 0.118
C 5.597 1.112 0.148
C 6.132 -1.330 -0.018
C 5.727 -2.608 0.147
C 4.362 -2.918 0.452
C 3.905 -4.211 0.748
C 2.586 -4.390 1.085
C 1.723 -3.296 1.092
N 2.105 -2.061 0.788
C 3.422 -1.878 0.493
H 4.923 3.110 0.530
H 2.561 2.431 0.792
H 6.636 1.378 0.005
H 7.171 -1.104 -0.223
H 6.439 -3.421 0.081
H 4.593 -5.046 0.736
H 2.207 -5.369 1.343
H 0.687 -3.424 1.362
C -0.638 3.059 0.635
P -0.234 1.614 -0.412
C -1.927 0.953 -0.756
N -2.858 1.782 -1.152
C -4.037 1.276 -1.579
C -5.067 2.145 -2.005
C -6.222 1.620 -2.506
C -6.401 0.219 -2.603
C -5.431 -0.643 -2.181
C -4.230 -0.127 -1.645
N -3.292 -0.963 -1.143
C -2.186 -0.446 -0.670
P -1.069 -1.510 0.331
C -1.296 -3.135 -0.488
C -2.099 -1.659 1.911
C -2.445 -0.247 2.391
C -3.377 -2.468 1.694
C -1.221 -2.356 2.958
C 0.198 2.352 -2.096
C 0.164 1.187 -3.091
C -0.742 3.465 -2.553
C 1.620 2.915 -2.035
H -1.557 3.511 0.265
H 0.170 3.790 0.617
H -0.778 2.724 1.662
H -4.908 3.213 -1.932
H -7.013 2.278 -2.839
H -7.325 -0.168 -3.011
H -5.556 -1.716 -2.233
H -2.284 -3.149 -0.942
H -1.210 -3.953 0.226
H -0.534 -3.264 -1.258
H -3.176 0.234 1.737
H -1.552 0.376 2.454
H -2.885 -0.305 3.388
H -3.954 -2.106 0.844
H -4.001 -2.383 2.586
H -3.163 -3.527 1.542
H -0.272 -1.837 3.095
H -1.034 -3.399 2.687
H -1.741 -2.364 3.918
H -0.854 0.824 -3.247
H 0.779 0.348 -2.747
H 0.556 1.510 -4.058
H -1.771 3.129 -2.640
H -0.411 3.816 -3.533
H -0.717 4.317 -1.872
H 2.360 2.127 -1.907
H 1.738 3.653 -1.239
H 1.841 3.421 -2.977
N 3.399 3.764 3.488
C 2.682 2.873 3.665
N 1.874 1.862 3.875
C 1.386 1.049 3.066
N 0.913 0.271 2.313
```